1.
DFT (wB97M-V/def2-TZVPD) results for an isolated ion of composition C4H5N2 and charge +1 in a non-equilibrium geometry.

Last columns: bonded neighbours and bond lengths (Å).
Atoms and positions in Å:
1 C 0.8404 0.1534 0.8535  C2 1.246, C4 1.325
2 C 0.1245 1.1548 0.6634  C1 1.246, N5 1.344
3 C -1.2675 0.7328 -0.8309  N5 1.302, N6 1.278
4 C 1.5162 -0.9840 0.9254  C1 1.325, H7 1.082, H8 1.080
5 N -0.9052 1.6843 -0.0188  C2 1.344, C3 1.302, H9 1.011
6 N -0.9655 -0.4753 -1.1169  C3 1.278, H10 1.015, H11 1.044
7 H 1.2254 -1.7684 1.6112  C4 1.082
8 H 2.4305 -1.1296 0.3690  C4 1.080
9 H -1.2929 2.6162 0.0416  N5 1.011
10 H -1.4864 -0.9480 -1.8485  N6 1.015
11 H -0.2196 -1.0362 -0.6490  N6 1.044

Summary:
largest force on an atom: 1.7 eV/A
frontier orbital gap (alpha / beta): 8.4 / 7.5 eV
E_LUMO (alpha / beta): -6.198 / -6.519 eV
ΔE to the lowest compared entry with this formula, charge and spin: 90.2 kcal/mol
multiplicity: 1
charge: +1

Here are the Löwdin charges for atoms 1 to 2, given in e: -0.0748 0.0318


2.
DFT (wB97M-V/def2-TZVPD) results for an isolated ion of composition C4H5N2 and charge +1 in a non-equilibrium geometry.

Last columns: bonded neighbours and bond lengths (Å).
Atoms and positions in Å:
1 C -0.2894 1.1446 0.9885  C3 1.500, N5 1.421, H7 0.996, H8 1.073
2 C -0.7230 -1.5920 -0.7844  N6 1.310, H9 1.131, H10 1.119
3 C 0.6277 0.1180 0.3930  C1 1.500, C4 1.823, N5 1.562, N6 1.372
4 C 1.9224 1.3850 0.1863  C3 1.823, N5 1.211
5 N 0.7428 1.6579 0.1569  C1 1.421, C3 1.562, C4 1.211
6 N 0.1807 -0.6526 -0.6508  C2 1.310, C3 1.372, H11 1.074
7 H -1.2311 1.3024 0.7044  C1 0.996
8 H -0.0768 1.3045 2.0275  C1 1.073
9 H -0.8068 -2.2547 -1.6968  C2 1.131
10 H -1.1456 -1.9809 0.1760  C2 1.119
11 H 0.7993 -0.4322 -1.5006  N6 1.074

Summary:
largest force on an atom: 8.6 eV/A
frontier orbital gap (alpha / beta): 6.3 / 9.6 eV
E_LUMO (alpha / beta): -5.474 / -8.249 eV
ΔE to the lowest compared entry with this formula, charge and spin: 124.2 kcal/mol
<S²>: 2.010
multiplicity: 3
charge: +1

Here are the Löwdin charges for atoms 1 to 2, given in e: 0.0501 0.0203


3.
DFT (wB97M-V/def2-TZVPD) results for an isolated ion of composition C4H5N2O and charge +1 in a non-equilibrium geometry.

Last columns: bonded neighbours and bond lengths (Å).
Atoms and positions in Å:
1 C -0.4225 1.2040 0.3001  C2 1.444, C3 1.284, H8 1.023
2 C 0.9029 1.6467 -0.0647  C1 1.444, N5 1.316, H9 1.113
3 C -0.8903 0.0107 0.2329  C1 1.284, C4 1.400
4 C -1.3039 -1.2626 -0.1783  C3 1.400, H10 1.098, H11 1.162, H12 1.108
5 N 1.8276 0.7146 -0.1535  C2 1.316, N6 1.200
6 N 1.9362 -0.4803 -0.1487  N5 1.200, O7 1.215
7 O 2.3749 -1.4750 0.3932  N6 1.215
8 H -1.0324 1.9037 0.7312  C1 1.023
9 H 1.2312 2.7086 -0.1140  C2 1.113
10 H -0.6443 -2.0806 0.1411  C4 1.098
11 H -1.6433 -1.3845 -1.2828  C4 1.162
12 H -2.3362 -1.5054 0.1436  C4 1.108

Summary:
largest force on an atom: 3.0 eV/A
frontier orbital gap (alpha / beta): 6.0 / 6.0 eV
E_LUMO (alpha / beta): -7.165 / -7.165 eV
ΔE to the lowest compared entry with this formula, charge and spin: 157.0 kcal/mol
multiplicity: 1
charge: +1

Here are the Löwdin charges for atoms 1 to 2, given in e: -0.0059 -0.0517


4.
DFT (wB97M-V/def2-TZVPD) results for an isolated ion of composition C4H5N2O3S and charge -1 in a non-equilibrium geometry.

Last columns: bonded neighbours and bond lengths (Å).
Atoms and positions in Å:
1 C 1.6308 1.6589 0.0237  C2 1.331, N5 1.422, H11 1.134
2 C 0.3297 1.8023 0.2629  C1 1.331, N6 1.363, H12 1.048
3 C 0.8492 -0.3712 0.0266  C4 1.471, N5 1.322, N6 1.410
4 C 0.5802 -1.8149 -0.0532  C3 1.471, H13 1.177, H14 1.092, H15 1.104
5 N 1.9931 0.2861 -0.0517  C1 1.422, C3 1.322
6 N -0.2040 0.5493 0.2005  C2 1.363, C3 1.410, S10 1.958
7 O -2.2502 -0.8506 1.1882  S10 1.460
8 O -2.8323 1.0662 -0.2470  S10 1.457
9 O -1.7709 -0.8409 -1.2382  S10 1.398
10 S -2.0215 -0.1299 -0.0604  N6 1.958, O7 1.460, O8 1.457, O9 1.398
11 H 2.4916 2.3712 0.2154  C1 1.134
12 H -0.2981 2.6407 0.3088  C2 1.048
13 H 0.5644 -2.1407 -1.1836  C4 1.177
14 H 1.4267 -2.3387 0.3965  C4 1.092
15 H -0.4887 -1.8878 0.2114  C4 1.104

Summary:
largest force on an atom: 10.1 eV/A
frontier orbital gap (alpha / beta): 3.9 / 7.7 eV
E_LUMO (alpha / beta): 3.973 / 1.746 eV
ΔE to the lowest compared entry with this formula, charge and spin: 23.1 kcal/mol
<S²>: 2.030
multiplicity: 3
charge: -1

Here are the Löwdin charges for atoms 1 to 2, given in e: -0.1834 -0.1971


5.
DFT (wB97M-V/def2-TZVPD) results for an isolated ion of composition C4H5N2S and charge +1 in a non-equilibrium geometry.

Last columns: bonded neighbours and bond lengths (Å).
Atoms and positions in Å:
1 C -0.0978 0.4481 0.7059  C2 1.554, H8 1.078, H9 1.117, H10 1.035
2 C -0.3100 -0.6139 -0.4091  C1 1.554, C3 1.356, H11 1.136, H12 1.029
3 C -1.6393 -0.8212 -0.2399  C2 1.356, N4 1.244
4 N -2.8397 -0.5192 -0.3625  C3 1.244, N5 1.250
5 N -4.0254 -0.7088 -0.0141  N4 1.250, C6 1.223
6 C -5.0341 -0.0171 -0.0442  N5 1.223, S7 1.555
7 S -6.4271 0.6622 0.0848  C6 1.555
8 H -0.5181 0.1228 1.6437  C1 1.078
9 H -0.5446 1.4654 0.5914  C1 1.117
10 H 0.9254 0.5551 0.8234  C1 1.035
11 H 0.2259 -1.5711 -0.1144  C2 1.136
12 H -0.1490 -0.4222 -1.4075  C2 1.029

Summary:
largest force on an atom: 11.0 eV/A
frontier orbital gap: 8.4 eV
SMILES: CCC#[N+]N=C=S
E_LUMO: -5.625 eV
ΔE to the lowest compared entry with this formula, charge and spin: 50.6 kcal/mol
multiplicity: 1
charge: +1

Here are the Löwdin charges for atoms 1 to 2, given in e: -0.0348 -0.1352


6.
DFT (wB97M-V/def2-TZVPD) results for an isolated molecule of C4H5N3 in a non-equilibrium geometry.

Last columns: bonded neighbours and bond lengths (Å).
Atoms and positions in Å:
1 C -2.4558 0.0092 0.1866  C2 1.535, H8 1.155, H9 1.177, H10 1.076
2 C -1.0544 -0.5509 -0.0948  C1 1.535, N3 1.273, H11 1.113
3 N -0.1494 0.3129 0.1414  C2 1.273, N4 1.398
4 N 1.1003 -0.2766 -0.0677  N3 1.398, C5 1.339
5 C 2.1373 0.5661 -0.1567  N4 1.339, C6 1.414, H12 1.131
6 C 3.4616 0.0818 -0.0476  C5 1.414, N7 1.246
7 N 4.5196 -0.5040 0.2538  C6 1.246
8 H -2.5158 1.1623 0.1875  C1 1.155
9 H -2.9737 -0.4471 -0.7667  C1 1.177
10 H -3.0792 -0.4269 0.9478  C1 1.076
11 H -0.8408 -1.5865 -0.4422  C2 1.113
12 H 1.8503 1.6596 -0.1415  C5 1.131

Summary:
largest force on an atom: 9.2 eV/A
frontier orbital gap: 9.2 eV
SMILES: C/C=N/N=C/C#N
E_LUMO: -0.835 eV
ΔE to the lowest compared entry with this formula, charge and spin: 92.1 kcal/mol
multiplicity: 1
charge: 0

Here are the Löwdin charges for atoms 1 to 2, given in e: -0.0864 -0.1921


Q: Look up the largest force on an atom of the first one.
A: 1.7 eV/A